Record 1
C4H12N2O in the gas phase at a distorted geometry, computed with the ωB97M-V functional and the def2-TZVPD basis.

```
19
Properties=species:S:1:pos:R:3:forces:R:3
C 0.0110 1.0755 0.2916 -0.29 -0.96 -0.75
N 0.1281 0.0881 1.3823 1.05 1.54 1.09
C -0.0430 -1.3669 1.6415 0.23 2.37 0.29
O 0.4430 -1.5874 2.9478 -0.04 -0.29 0.26
C 0.3128 0.4778 -1.1014 -0.46 -0.04 1.19
C -0.7898 -0.5425 -1.4880 0.47 0.75 0.36
N 0.3216 1.5379 -2.0756 0.41 1.09 -1.32
H -0.9407 1.5996 0.2330 -0.66 -0.39 0.09
H 0.6776 1.9158 0.5370 0.28 -0.51 -0.09
H 0.9614 0.3912 1.8642 -0.01 -0.56 0.35
H -1.1170 -1.4709 1.6034 -0.20 -1.16 -0.52
H 0.6334 -1.9616 1.0485 -0.49 -0.57 -0.74
H -0.2668 -1.6064 3.5984 0.00 0.24 -0.24
H 1.2667 -0.0402 -0.9841 0.22 -0.15 -0.20
H -1.7048 0.0230 -1.6579 0.06 0.09 -0.60
H -0.4140 -1.0592 -2.3773 -0.64 -0.23 0.14
H -1.0902 -1.2088 -0.6730 0.66 -0.27 -0.25
H 0.7993 1.3387 -2.9510 -0.40 -0.77 0.03
H 0.8113 2.3963 -1.8394 -0.19 -0.19 0.91
```
Forces are in eV/Å.

Values from the calculation:
F_max, hartree/bohr: 0.04669
Kohn-Sham gap, eV: 9.35
LUMO energy, eV: 0.95
SMILES string: C[C@@H](N)CNCO
Energy, eV: -9368.8824
Total charge: 0
Molar mass, g/mol: 104.153
ΔE to the lowest compared entry with this formula, charge and spin, eV: 2.311

Atomic charges from the Löwdin analysis, expressed in e, are listed below: number 1, C, carries -0.201; number 2, N, carries -0.051; number 3, C, carries -0.286; number 4, O, carries -0.052; number 5, C, carries -0.464; number 6, C, carries -0.055; number 7, N, carries 0.015; number 8, H, carries 0.104; number 9, H, carries 0.115; number 10, H, carries 0.088; number 11, H, carries 0.113; number 12, H, carries 0.112; number 13, H, carries 0.088; number 14, H, carries 0.126; number 15, H, carries 0.076; number 16, H, carries 0.077; number 17, H, carries 0.052; number 18, H, carries 0.073; number 19, H, carries 0.069

Record 2
2 unconnected molecules or ions with the total composition C4H12N2O at a distorted geometry, computed with the ωB97M-V functional and the def2-TZVPD basis.

```
19
Properties=species:S:1:pos:R:3:forces:R:3
C -1.7786 -2.5151 -1.4737 -1.76 0.76 0.87
C -0.7211 -1.9554 -0.5440 0.98 0.09 -0.19
C 0.7896 -0.2360 -1.2101 -3.17 -0.51 0.27
N -0.4148 -0.5452 -0.8426 1.60 0.70 -0.43
H -2.2723 -3.4263 -1.1118 0.55 0.02 0.06
H -2.6258 -1.8058 -1.5873 0.55 -0.13 0.15
H -1.4085 -2.6743 -2.4502 0.57 -0.29 -1.06
H 0.1905 -2.5609 -0.6392 0.07 -0.06 -0.01
H -1.0023 -2.0311 0.5037 -0.31 0.19 0.05
H 1.5033 -0.9970 -1.3590 1.20 -1.02 -0.02
H 1.0645 0.7656 -1.5151 -0.22 0.25 0.32
N 1.2391 1.6304 2.4696 1.91 0.78 -0.30
C 0.3971 2.1930 1.4407 0.24 -0.64 -0.18
O 1.1617 2.9626 0.4722 -0.21 -0.44 0.67
H 1.9755 1.0349 2.0090 -1.08 0.72 0.63
H 1.7917 2.4120 2.9241 -0.92 -1.18 -0.63
H -0.0781 1.3393 0.9179 0.03 0.57 0.25
H -0.3598 2.8282 1.9166 0.12 -0.08 -0.15
H 0.5482 3.5811 0.0794 -0.12 0.28 -0.28
```
Forces are in eV/Å.

Values from the calculation:
F_max, hartree/bohr: 0.06262
Kohn-Sham gap, eV: 10.69
LUMO energy, eV: 1.00
SMILES string: C=NCC.NCO
Energy, eV: -9369.0005
Total charge: 0
Molar mass, g/mol: 104.153
ΔE to the lowest compared entry with this formula, charge and spin, eV: 2.193

Atomic charges from the Löwdin analysis, expressed in e, are listed below: number 1, C, carries -0.108; number 2, C, carries -0.308; number 3, C, carries -0.033; number 4, N, carries -0.037; number 5, H, carries 0.073; number 6, H, carries 0.080; number 7, H, carries 0.050; number 8, H, carries 0.096; number 9, H, carries 0.105; number 10, H, carries 0.049; number 11, H, carries 0.063; number 12, N, carries -0.010; number 13, C, carries -0.357; number 14, O, carries -0.094; number 15, H, carries 0.083; number 16, H, carries 0.091; number 17, H, carries 0.083; number 18, H, carries 0.112; number 19, H, carries 0.064

Q: Among the records above, which one has the highest F_max?
A: number 2

Q: What is the formula in the second record?
A: C4H12N2O

Repeat the first record exactly.
C4H12N2O in the gas phase at a distorted geometry, computed with the ωB97M-V functional and the def2-TZVPD basis.

```
19
Properties=species:S:1:pos:R:3:forces:R:3
C 0.0110 1.0755 0.2916 -0.29 -0.96 -0.75
N 0.1281 0.0881 1.3823 1.05 1.54 1.09
C -0.0430 -1.3669 1.6415 0.23 2.37 0.29
O 0.4430 -1.5874 2.9478 -0.04 -0.29 0.26
C 0.3128 0.4778 -1.1014 -0.46 -0.04 1.19
C -0.7898 -0.5425 -1.4880 0.47 0.75 0.36
N 0.3216 1.5379 -2.0756 0.41 1.09 -1.32
H -0.9407 1.5996 0.2330 -0.66 -0.39 0.09
H 0.6776 1.9158 0.5370 0.28 -0.51 -0.09
H 0.9614 0.3912 1.8642 -0.01 -0.56 0.35
H -1.1170 -1.4709 1.6034 -0.20 -1.16 -0.52
H 0.6334 -1.9616 1.0485 -0.49 -0.57 -0.74
H -0.2668 -1.6064 3.5984 0.00 0.24 -0.24
H 1.2667 -0.0402 -0.9841 0.22 -0.15 -0.20
H -1.7048 0.0230 -1.6579 0.06 0.09 -0.60
H -0.4140 -1.0592 -2.3773 -0.64 -0.23 0.14
H -1.0902 -1.2088 -0.6730 0.66 -0.27 -0.25
H 0.7993 1.3387 -2.9510 -0.40 -0.77 0.03
H 0.8113 2.3963 -1.8394 -0.19 -0.19 0.91
```
Forces are in eV/Å.

Values from the calculation:
F_max, hartree/bohr: 0.04669
Kohn-Sham gap, eV: 9.35
LUMO energy, eV: 0.95
SMILES string: C[C@@H](N)CNCO
Energy, eV: -9368.8824
Total charge: 0
Molar mass, g/mol: 104.153
ΔE to the lowest compared entry with this formula, charge and spin, eV: 2.311

Atomic charges from the Löwdin analysis, expressed in e, are listed below: number 1, C, carries -0.201; number 2, N, carries -0.051; number 3, C, carries -0.286; number 4, O, carries -0.052; number 5, C, carries -0.464; number 6, C, carries -0.055; number 7, N, carries 0.015; number 8, H, carries 0.104; number 9, H, carries 0.115; number 10, H, carries 0.088; number 11, H, carries 0.113; number 12, H, carries 0.112; number 13, H, carries 0.088; number 14, H, carries 0.126; number 15, H, carries 0.076; number 16, H, carries 0.077; number 17, H, carries 0.052; number 18, H, carries 0.073; number 19, H, carries 0.069

Q: Number 2 is which compound?
A: C4H12N2O